Entry 1:
C4H12N2O2 | the ωB97M-V functional and the def2-TZVPD basis

Element x y z (Å)
O  1.624  -0.908  0.801
O  0.669  1.767  1.044
N  -0.461  1.803  -0.948
N  -0.600  1.479  1.663
C  -1.100  -1.791  0.303
C  0.651  1.799  -0.311
C  -0.321  -1.135  -0.831
C  1.186  -0.886  -0.522
H  1.192  -1.998  -0.824
H  -2.156  -1.844  0.039
H  -0.458  -1.654  -1.782
H  1.804  -0.437  -1.307
H  -0.397  2.107  -1.910
H  1.636  2.114  -0.661
H  -0.734  -2.797  0.503
H  -1.292  1.578  0.912
H  -1.006  -1.208  1.217
H  -0.737  2.241  2.324
H  1.221  -0.155  1.259
H  -0.720  -0.073  -0.969

Output
Energy in a.u.: -419.45416
SMILES: [H]/N=C/ON.CCCO
Orbital gap in eV: 9.9
2S+1: 1
ΔE to the lowest compared entry with this formula, charge and spin in kJ/mol: 510.19
Charge: 0
HOMO in eV: -9.09
LUMO level in hartree: 0.0300

Entry 2:
C3H8N2O | the ωB97M-V functional and the def2-TZVPD basis

Element x y z (Å)
O  1.484  1.494  0.008
N  -2.425  -0.080  0.098
N  2.423  -0.598  -0.012
C  -1.122  0.624  0.081
C  1.358  0.344  0.069
C  0.017  -0.468  0.076
H  -1.105  1.382  -0.928
H  3.529  0.045  -0.028
H  -3.049  0.337  -0.375
H  -2.297  -0.908  -0.506
H  -1.118  1.639  1.150
H  -0.034  -1.449  1.050
H  0.099  -0.945  -0.835
H  2.239  -1.416  0.152

Output
Energy in a.u.: -303.67360
Orbital gap in eV: 10.1
2S+1: 1
ΔE to the lowest compared entry with this formula, charge and spin in kJ/mol: 573.74
Charge: 0
HOMO in eV: -9.27
LUMO level in hartree: 0.0307

Entry 3:
C3H4N2O2 | the ωB97M-V functional and the def2-TZVPD basis

Element x y z (Å)
O  0.189  2.443  -0.220
O  2.082  -1.104  0.915
N  0.711  0.053  -0.552
N  -0.349  0.170  0.524
C  0.161  1.262  -0.108
C  1.950  -0.470  -0.092
C  -1.633  -0.412  0.145
H  2.752  -0.270  -0.821
H  -1.804  -0.355  -0.936
H  -2.416  0.136  0.677
H  -1.642  -1.454  0.467

Output
Energy in a.u.: -376.62538
SMILES: CN1C(=O)N1C=O
Orbital gap in eV: 11.4
2S+1: 1
ΔE to the lowest compared entry with this formula, charge and spin in kJ/mol: 363.41
Charge: 0
HOMO in eV: -10.61
LUMO level in hartree: 0.0280

Entry 4:
CH4N3O3 | the ωB97M-V functional and the def2-TZVPD basis

Element x y z (Å)
O  1.330  3.365  1.055
O  0.012  2.282  2.456
O  0.054  0.468  -0.254
N  -0.994  -1.442  0.149
N  0.272  -1.155  -1.775
N  0.592  2.906  1.769
C  -0.157  -0.710  -0.489
H  0.669  -2.047  -1.971
H  -1.470  -0.918  0.888
H  0.753  -0.358  -2.101
H  -1.060  -2.389  0.273

Output
Energy in a.u.: -430.05645
Orbital gap in eV: 5.3
2S+1: 1
ΔE to the lowest compared entry with this formula, charge and spin in kJ/mol: 373.45
Charge: +1
HOMO in eV: -13.08
LUMO level in hartree: -0.2869